Record 1
C18H58BN14O10Pd as an isolated structure in a non-equilibrium geometry, computed with the ωB97M-V functional and the def2-TZVPD basis.

Element x y z (Å)
Pd -1.91572 0.49940 1.18034
B 0.13549 -0.12110 0.91043
H 1.13522 -0.29077 0.54164
H -0.27250 -0.87694 1.56350
H 0.09579 0.78746 1.49110
H -0.52727 -0.02460 0.06444
C 5.85613 5.18636 4.50685
O 4.89260 5.64738 5.49400
C 3.62163 5.93377 4.93694
C 2.71500 4.68978 4.76710
N 1.55416 4.91021 4.00259
C 1.79228 4.93647 2.54712
C 2.38129 3.59321 1.96663
O 3.80644 3.82127 1.89032
C 4.52544 2.66684 1.47554
H 5.91983 6.01493 3.80151
H 5.58536 4.20925 4.10679
H 6.88053 5.22924 4.87682
H 3.49991 6.49781 4.01219
H 3.10951 6.60851 5.62292
H 2.43246 4.37348 5.77120
H 3.30940 3.83775 4.43719
H 1.18353 3.97169 4.04632
H 2.53086 5.69016 2.27410
H 0.88142 5.22141 2.02057
H 2.17382 3.49690 0.90090
H 2.03410 2.70746 2.49861
H 4.45629 2.65779 0.38779
H 4.23617 1.71488 1.92072
H 5.58772 2.73509 1.71011
C -2.67122 -6.34935 -8.66194
O -2.00614 -5.41854 -7.80920
C -0.91947 -5.94995 -7.09388
C -0.18950 -4.90226 -6.37526
N -1.01252 -4.64200 -5.20261
C -0.23415 -3.89151 -4.14007
C -0.05423 -2.40877 -4.35228
O 1.06890 -1.91000 -3.52469
C 1.08004 -0.47244 -3.47134
H -1.93215 -6.76642 -9.34599
H -3.29979 -5.83211 -9.38683
H -3.23568 -7.03385 -8.02873
H -0.24979 -6.30325 -7.87797
H -1.26845 -6.78859 -6.49140
H 0.01748 -4.05512 -7.02918
H 0.72730 -5.31437 -5.95364
H -1.94025 -4.33645 -5.45965
H 0.76566 -4.30028 -3.99379
H -0.70753 -4.16200 -3.19622
H -1.02135 -2.07791 -3.97371
H 0.12692 -2.33655 -5.42469
H 0.65463 -0.00393 -4.35882
H 2.09833 -0.08394 -3.48677
H 0.42257 -0.10987 -2.68116
C 3.15156 -1.53989 2.38079
O 4.03644 -1.93944 3.06853
N 1.93363 -1.33892 2.80884
N 3.13651 -1.26788 1.07264
H 1.87139 -1.39458 3.81539
H 1.21211 -1.12421 2.13549
H 2.38000 -0.75500 0.64283
H 3.99958 -1.37964 0.56010
C -0.14772 -3.73540 -0.23659
O -0.69428 -4.57975 -0.89602
N -0.20359 -3.58340 1.03066
N 0.65495 -2.77258 -0.64103
H -0.80402 -4.09450 1.66181
H 0.41944 -2.91454 1.46026
H 0.82447 -2.66061 -1.63039
H 0.53117 -1.96245 -0.05072
C -1.96650 3.41365 2.62551
O -1.51863 2.47151 2.06550
N -1.60543 3.81605 3.83478
N -2.73126 4.31166 2.06221
H -0.98402 3.20564 4.34599
H -2.18554 4.40310 4.41697
H -3.14933 4.97278 2.70116
H -3.12465 4.19749 1.13900
C -3.43894 -1.95980 -0.58604
O -2.71582 -1.24277 0.12141
N -3.01002 -2.53956 -1.62921
N -4.63442 -2.26518 -0.30836
H -3.73091 -2.87832 -2.25022
H -2.05004 -2.70105 -1.89841
H -4.90272 -1.93251 0.60677
H -5.23561 -2.90100 -0.81273
C -2.47513 1.92183 -1.87116
O -1.91258 1.61894 -0.82266
N -2.27482 1.20866 -2.92238
N -3.29946 2.92061 -2.08248
H -2.71387 1.54461 -3.76764
H -1.57660 0.47887 -2.92284
H -3.60909 3.01000 -3.03969
H -3.49098 3.51594 -1.28940
C -2.86113 -0.30515 4.09073
O -2.39804 -0.29128 2.97774
N -4.02525 -0.73843 4.45706
N -2.07912 0.12449 5.08147
H -4.27066 -0.78828 5.43552
H -4.60894 -1.04118 3.69040
H -2.38833 0.08135 6.04200
H -1.17032 0.53446 4.91992

Summary:
**Charge**: +2
**2S+1**: 4
**Frontier orbital gap (spin up / spin down)**: 7.16 / 2.34 eV
**<S²>**: 3.758
**Energy**: -65077.4728 eV
**E_HOMO (spin up / spin down)**: -11.9 / -11.9 eV

---

Record 2
A 11-piece molecular cluster, C18H58O20 overall in a non-equilibrium geometry, computed with the ωB97M-V functional and the def2-TZVPD basis.

Element x y z (Å)
O -1.38434 -5.25496 4.29820
C -0.04369 -5.28957 3.65311
C 0.83711 -4.48801 4.65246
O 0.93686 -3.18656 4.19614
H -1.35819 -5.71539 5.14017
H 0.32055 -6.30126 3.47439
H -0.17168 -4.92847 2.63266
H 1.77747 -5.03920 4.64752
H 0.42565 -4.54108 5.66042
H 0.47478 -2.64165 4.83734
O -3.89378 -1.90823 -0.52737
C -3.90345 -2.82694 0.58195
C -5.13488 -2.42231 1.47423
O -5.15199 -1.10632 1.79841
H -4.18479 -1.01959 -0.31005
H -3.88720 -3.87383 0.27889
H -3.09295 -2.76671 1.30830
H -5.02256 -3.02668 2.37435
H -6.04558 -2.69212 0.93951
H -5.38932 -1.01706 2.72431
O 1.24529 -4.91641 -2.44686
C 0.89769 -6.26316 -2.30235
C 1.81603 -6.92512 -1.26902
O 3.10459 -7.23522 -1.73798
H 0.54893 -4.45249 -2.91745
H -0.11223 -6.36383 -1.90481
H 0.79243 -6.76969 -3.26175
H 1.40168 -7.89703 -1.00103
H 1.91735 -6.37501 -0.33349
H 2.99122 -7.90231 -2.41897
O 6.97463 -1.82950 -1.87231
C 6.11284 -1.97259 -0.76329
C 5.39876 -3.30049 -0.99055
O 6.20763 -4.40402 -0.55924
H 7.64223 -2.51439 -1.78975
H 6.62828 -1.96034 0.19707
H 5.46295 -1.10329 -0.86363
H 5.24841 -3.38557 -2.06678
H 4.37200 -3.26718 -0.62622
H 5.57718 -5.11012 -0.71918
O -2.53111 6.14616 0.40211
C -2.65707 7.10168 1.39802
C -4.06301 7.04420 2.20303
O -4.14629 5.96549 3.09567
H -2.05846 5.40466 0.78730
H -1.84494 6.99003 2.11640
H -2.59835 8.09519 0.95349
H -4.90313 7.00956 1.50942
H -4.01355 7.83308 2.95358
H -4.41575 5.20821 2.57078
O 1.04083 5.37479 -4.50831
C 1.73743 5.77302 -3.37445
C 1.99191 7.29833 -3.15730
O 3.20679 7.74091 -3.73299
H 1.63617 5.42258 -5.25989
H 1.12610 5.41232 -2.54726
H 2.70231 5.27122 -3.30167
H 2.15563 7.51626 -2.10193
H 1.14524 7.92312 -3.44173
H 3.36470 8.62108 -3.38377
O 0.51691 2.56576 0.44672
C 0.72366 1.47580 -0.47557
C 0.80422 0.05537 0.14833
O 1.91235 0.02170 0.97151
H 1.33492 2.60507 0.94763
H -0.13723 1.46941 -1.14409
H 1.54857 1.69466 -1.15360
H 0.68267 -0.72462 -0.60330
H -0.01891 0.02398 0.86217
H 1.80485 -0.63045 1.66774
O -1.62077 3.04387 5.28641
C -1.58064 1.74327 4.62785
C -1.61281 0.61645 5.69507
O -0.35320 0.42760 6.27208
H -1.91347 3.65618 4.60742
H -2.51813 1.72634 4.07204
H -0.62645 1.70108 4.10265
H -1.99064 -0.28915 5.22047
H -2.30826 0.89864 6.48553
H -0.09361 1.29954 6.57852
O -1.94375 -1.94957 -7.57885
C -1.07145 -1.17563 -6.72033
C -1.88920 -0.84320 -5.46919
O -1.83840 -2.02650 -4.63670
H -2.13960 -2.80436 -7.18824
H -0.15649 -1.74447 -6.55498
H -0.75986 -0.27357 -7.24693
H -2.89313 -0.55527 -5.78114
H -1.42126 -0.06482 -4.86649
H -2.43499 -1.87048 -3.90094
O 4.13478 2.73534 2.24763
H 4.60190 2.41376 3.01875
H 3.85508 1.94320 1.78882
O -2.88683 4.31204 -3.13666
H -2.82300 4.82184 -2.32903
H -2.09922 4.54301 -3.62915

Summary:
**SMILES**: OCCO.OCCO.OCCO.OCCO.OCCO.OCCO.OCCO.OCCO.OCCO.O.O
**Charge**: 0
**2S+1**: 1
**Frontier orbital gap**: 9.89 eV
**Energy relative to the best compared isomer or geometry (same formula, charge and spin)**: 3.882 eV
**Energy**: -60548.8994 eV
**E_HOMO**: -9.9 eV